116
Properties=species:S:1:pos:R:3:forces:R:3 method="wB97M-V/def2-TZVPD" fmax_ev_per_a=1.98 homo_energy_ev="-6.962 / -6.961" orbital_gap_ev="6.641 / 6.641" e_lumo_ev="-0.32 / -0.32"
Pt 0.819032 0.300620 0.642108 1.419 -0.099 -0.115
Sb -0.126950 3.530881 -2.893125 -0.269 0.111 -0.826
S 4.523255 2.043117 -1.486297 0.248 0.828 -0.090
S 2.349027 3.714102 -0.281180 0.173 0.202 -0.024
P -0.994638 -1.617839 2.293377 -0.473 -0.302 -0.238
O 2.245519 -1.499392 0.530459 -1.503 0.666 1.019
O 3.253648 -3.738845 1.186476 -0.254 0.003 -0.059
N -2.771394 1.714975 0.224108 -0.491 0.435 0.312
N -1.264831 -2.926893 1.245905 0.189 0.638 0.778
N 0.283076 -2.184692 3.234682 -0.324 0.386 -0.570
N 2.635766 1.022509 -0.085113 -0.834 0.371 -0.613
N -0.621518 1.678126 -0.284527 -0.305 -0.391 0.897
N -1.239470 0.815560 -1.076272 -1.197 -0.739 -0.119
N -0.795971 -0.192530 1.684010 -0.029 -0.793 0.025
N 3.607769 0.097942 -0.342545 0.735 -1.175 -0.014
N -2.413141 -1.607607 3.200598 0.518 0.341 -0.416
N -2.505777 0.857648 -0.725929 1.842 0.680 -0.290
N -3.441625 0.028028 -1.269608 -0.431 -0.412 -0.165
C -4.653805 -2.556104 3.408835 0.159 -0.078 0.178
C -2.162065 5.185555 -1.301409 0.077 -0.138 0.045
C 1.616280 -4.020327 4.135155 -0.140 0.054 -0.049
C 6.707288 -3.756737 0.121922 -0.103 -0.007 0.043
C -4.003868 -0.438875 4.615889 -0.069 0.039 -0.159
C -2.363106 -2.747607 0.318699 -0.396 -0.142 -0.025
C 6.824926 -2.498790 -0.456321 0.212 0.133 -0.148
C -0.104849 -3.472086 0.569113 0.359 -0.109 -0.276
C -2.903890 4.978569 -3.661547 -0.052 -0.168 -0.004
C -0.612540 1.736110 -4.120714 0.043 0.442 0.266
C 4.518523 -2.048842 0.042806 -0.088 -0.422 0.115
C 0.588385 1.373080 -4.973859 0.036 0.038 0.152
C -3.154943 -2.795306 3.577067 -0.082 -0.334 0.035
C 3.889521 4.576594 -0.782238 -0.168 -0.094 0.372
C 2.672158 -2.918944 4.307366 -0.058 0.041 0.170
C 0.912292 6.283475 -3.755933 0.055 -0.204 0.077
C 1.008090 -1.106044 3.906467 0.326 0.472 -0.073
C 3.379797 -1.119988 0.069899 0.123 1.453 -0.388
C -5.108793 -1.487020 4.407208 0.035 0.011 -0.017
C -2.944132 -4.128725 -0.034722 0.076 -0.006 0.119
C 0.696627 4.943375 -4.439806 -0.335 -0.507 0.340
C -1.582924 2.214792 0.495718 0.003 -0.441 -0.235
C 2.045239 -1.656018 4.884281 0.017 -0.129 -0.128
C -2.204543 4.274816 -2.516839 0.619 -0.141 -0.141
C 0.212213 -3.412491 3.997773 0.028 -0.313 -0.010
C 5.742539 -1.647912 -0.488958 -0.043 -0.176 0.108
C -0.048577 5.107803 -5.748882 0.077 -0.106 0.039
C -3.120651 -0.348732 3.378672 0.034 0.402 0.198
C 3.033660 2.154766 -0.567905 0.222 -0.540 0.214
C 5.510079 -4.163802 0.669157 -0.018 -0.045 -0.001
C -0.521132 -4.675936 -0.289636 -0.075 -0.133 0.178
C 4.401643 -3.320882 0.630149 0.150 0.234 -0.124
C -1.902363 1.809880 -4.914100 0.068 -0.002 0.108
C 4.502822 3.821795 -1.933368 -0.205 -0.482 -0.047
C -1.874655 -5.203592 0.175748 0.027 -0.011 -0.239
H -5.196386 -3.489016 3.569897 -0.018 -0.007 -0.052
H 0.367044 -2.700535 -0.060435 0.002 -0.217 0.104
H -1.670024 4.698757 -0.463528 0.048 0.070 0.164
H -1.866982 2.595528 -5.666010 -0.081 0.062 -0.100
H 0.608063 -3.772197 1.335838 0.061 -0.037 -0.142
H -4.442531 0.536821 4.831736 0.055 0.003 0.042
H 1.615496 -4.702843 4.988738 0.033 -0.014 -0.007
H -2.747077 2.000897 -4.253332 -0.175 0.075 -0.046
H -3.814108 -4.347454 0.587645 -0.059 0.014 -0.016
H -4.851645 -2.230114 2.386593 -0.008 -0.040 -0.083
H 2.612880 -2.984303 1.080935 0.028 -0.310 0.086
H -2.374155 0.440481 3.473143 -0.158 0.035 -0.024
H -3.953049 5.150278 -3.411391 -0.115 0.071 -0.006
H -2.961698 -3.056422 4.629197 0.005 -0.106 -0.097
H -3.273625 -4.129953 -1.075204 -0.063 -0.009 -0.045
H 5.533573 4.120061 -2.105683 0.054 0.098 -0.050
H 0.548170 5.702682 -6.443708 0.014 0.071 -0.116
H -0.454933 -4.101112 3.477679 -0.021 -0.058 0.073
H -0.243061 4.145234 -6.214255 -0.098 -0.053 -0.150
H -0.594301 -4.384678 -1.338748 0.029 -0.021 -0.079
H 3.096899 -2.672116 3.335777 0.109 -0.037 0.004
H -1.615164 6.100544 -1.525123 0.061 0.115 0.017
H -3.161132 -0.231867 -2.208789 0.026 0.108 0.063
H 1.456040 1.205834 -4.336998 0.189 -0.021 -0.045
H 2.812044 -0.898525 5.058352 -0.087 0.033 0.040
H -1.403814 2.948097 1.248570 0.081 0.152 0.286
H -2.132962 -6.111527 -0.369406 -0.052 -0.067 0.028
H 1.501405 -0.510948 3.117942 -0.073 -0.126 0.431
H -3.120714 -2.109972 0.777927 0.025 0.028 -0.107
H 1.501489 6.159867 -2.848202 0.075 0.118 0.132
H 7.557653 -4.421842 0.156995 0.089 -0.034 -0.006
H -0.039675 6.731565 -3.478335 -0.116 0.141 0.043
H -2.019958 -2.238888 -0.592341 0.066 0.067 0.058
H 3.920371 3.936821 -2.847804 0.033 0.151 -0.017
H 4.552603 4.565414 0.083736 0.048 0.142 -0.081
H 0.313887 -0.436235 4.432386 0.051 0.055 -0.005
H -3.740567 -0.099088 2.504927 0.045 0.020 -0.029
H -4.361987 0.455589 -1.238578 0.269 0.154 -0.004
H 3.622506 5.599717 -1.038527 -0.018 0.051 0.017
H 5.413184 -5.127841 1.143018 -0.071 -0.118 0.039
H -3.169242 5.465685 -0.993398 -0.137 0.070 0.077
H 0.833710 2.156052 -5.688559 0.049 0.062 -0.142
H 5.818272 -0.653114 -0.900029 0.036 0.033 -0.069
H 1.579976 -1.876854 5.847778 0.003 0.017 0.056
H 1.676320 4.500506 -4.655226 -0.046 -0.071 0.091
H 1.432634 6.979260 -4.415346 0.056 0.108 -0.045
H -2.816298 -3.622317 2.952876 -0.033 -0.088 0.095
H 1.856455 -4.601531 3.243752 -0.013 -0.064 0.022
H -1.812252 -5.459088 1.233236 -0.014 -0.067 0.072
H 7.768015 -2.179794 -0.870032 0.132 0.028 -0.057
H -0.718146 0.964526 -3.355930 0.019 0.069 -0.010
H -3.375928 -0.716506 5.463015 0.035 0.040 0.084
H -2.087215 0.864131 -5.428766 -0.031 -0.091 -0.093
H -2.447721 5.949886 -3.835689 0.050 0.132 -0.118
H -5.344094 -1.961297 5.360634 -0.105 0.011 0.040
H -0.213627 -3.228707 4.992995 -0.095 -0.001 0.015
H 0.234768 -5.457677 -0.213139 0.063 0.029 -0.110
H -0.991942 5.623894 -5.598717 -0.161 0.023 -0.052
H -2.754013 3.365256 -2.251521 0.022 -0.074 -0.040
H -2.865472 4.402748 -4.579245 -0.046 0.006 -0.197
H -6.017185 -1.006376 4.043085 -0.082 0.001 0.037
H 0.400428 0.452135 -5.528464 0.015 -0.074 -0.085
H 3.481777 -3.269091 4.949241 0.068 -0.003 -0.077